Entry from the Open Molecules 2025 dataset: a cluster of 2 separate species, C2H3Cl3OP in total (the ωB97M-V functional and the def2-TZVPD basis).

Results
- energy above the lowest of the compared OMol25 structures with the same formula, charge and spin (kJ/mol) = 298.3
- multiplicity = 1
- total charge = +1
- HOMO-LUMO gap (spin up / spin down) (eV) = 5.7 / 5.7
- total energy (Eh) = -1874.821595
- LUMO energy (spin up / spin down) (eV) = -7.43 / -7.43

Geometry as XYZ:
```
10
C2H3Cl3OP | the Open Molecules 2025 dataset | the ωB97M-V functional and the def2-TZVPD basis
C -1.4354 -0.5221 -0.8690
C -1.0145 -1.8445 -0.5987
O -0.6287 -0.9357 0.2369
P 1.3457 1.2584 0.7110
Cl 1.2163 1.1165 2.6793
Cl 3.1629 0.4716 0.2480
Cl 1.7379 3.1828 0.4357
H -1.0168 0.2306 -1.6172
H -2.4764 -0.0602 -0.7285
H -0.8910 -2.8974 -0.4975
```

---

Entry from the Open Molecules 2025 dataset: the molecule C2H3Cl3S (the ωB97M-V functional and the def2-TZVPD basis).

Results
- energy above the lowest of the compared OMol25 structures with the same formula, charge and spin (kJ/mol) = 63.4
- multiplicity = 1
- total charge = 0
- HOMO-LUMO gap (eV) = 10.1
- total energy (Eh) = -1856.742086
- LUMO energy (eV) = 0.41
- SMILES = CSC(Cl)(Cl)Cl

Geometry as XYZ:
```
9
C2H3Cl3S | the Open Molecules 2025 dataset | the ωB97M-V functional and the def2-TZVPD basis
C 0.0630 0.3241 0.0287
C 2.8046 0.0572 0.0343
S 1.5377 1.2607 -0.0647
Cl 4.3241 0.9333 0.0345
Cl 2.8353 -1.0859 -1.4287
Cl 2.8281 -1.0781 1.4214
H -0.7138 1.1948 -0.0213
H 0.0859 -0.1760 1.0531
H -0.2665 -0.3893 -0.7561
```

---

Entry from the Open Molecules 2025 dataset: a cluster of 2 separate species, C2H3ClFI in total (the ωB97M-V functional and the def2-TZVPD basis).

Results
- energy above the lowest of the compared OMol25 structures with the same formula, charge and spin (kJ/mol) = 52.3
- multiplicity = 1
- total charge = 0
- HOMO-LUMO gap (eV) = 9.9
- total energy (Eh) = -935.713950
- LUMO energy (eV) = 0.20
- SMILES = C=C(F)I.Cl

Geometry as XYZ:
```
8
C2H3ClFI | the Open Molecules 2025 dataset | the ωB97M-V functional and the def2-TZVPD basis
C 0.4542 -0.8934 1.0619
C -0.4293 -0.6618 0.1260
F -1.6796 -0.1889 0.2669
Cl 0.4334 2.9728 -1.0402
I -0.0443 -1.2159 -1.8918
H 0.1075 -0.7926 2.1446
H 1.4342 -1.1342 0.7349
H -0.2761 1.9141 -1.4023
```

---

Entry from the Open Molecules 2025 dataset: a structure of composition C2H3ClFN (the ωB97M-V functional and the def2-TZVPD basis).

Results
- energy above the lowest of the compared OMol25 structures with the same formula, charge and spin (kJ/mol) = 141.2
- multiplicity = 1
- total charge = 0
- HOMO-LUMO gap (eV) = 10.7
- total energy (Eh) = -692.733909
- LUMO energy (eV) = -0.08

Geometry as XYZ:
```
8
C2H3ClFN | the Open Molecules 2025 dataset | the ωB97M-V functional and the def2-TZVPD basis
C -0.5315 -1.1631 -0.6401
C 0.4344 0.8322 0.2916
N 0.4635 -0.3533 -0.4334
F -0.7815 1.1844 0.9080
Cl 1.6563 0.6932 1.6694
H -0.3930 -2.1966 -1.1613
H -1.5337 -1.0864 -0.2687
H 0.6856 2.0895 -0.3656
```

---

Entry from the Open Molecules 2025 dataset: a cluster of 2 separate species, C2H3ClFN in total (the ωB97M-V functional and the def2-TZVPD basis).

Results
- energy above the lowest of the compared OMol25 structures with the same formula, charge and spin (kJ/mol) = 162.7
- multiplicity = 3
- total charge = 0
- <S²> = 2.01
- HOMO-LUMO gap (spin up / spin down) (eV) = 6.7 / 7.8
- total energy (Eh) = -692.571132
- LUMO energy (spin up / spin down) (eV) = 0.37 / -2.93

Geometry as XYZ:
```
8
C2H3ClFN | the Open Molecules 2025 dataset | the ωB97M-V functional and the def2-TZVPD basis
C 1.3835 0.0194 -0.2954
C -0.9197 -0.1008 0.1461
N 0.3674 -0.4850 0.2266
F -1.2072 1.2131 -0.2269
Cl -2.0817 -1.0840 -0.5768
H 2.2751 -0.2951 0.0753
H 1.5113 0.8110 -1.0954
H -1.3288 -0.0785 1.7466
```

---

Entry from the Open Molecules 2025 dataset: a structure of composition C2H3ClN2 (the ωB97M-V functional and the def2-TZVPD basis).

Results
- energy above the lowest of the compared OMol25 structures with the same formula, charge and spin (kJ/mol) = 601.2
- multiplicity = 1
- total charge = 0
- HOMO-LUMO gap (eV) = 9.7
- total energy (Eh) = -647.492857
- LUMO energy (eV) = -0.09

Geometry as XYZ:
```
8
C2H3ClN2 | the Open Molecules 2025 dataset | the ωB97M-V functional and the def2-TZVPD basis
C 0.4188 0.6983 0.0995
C -1.3900 -0.2548 -0.0145
N 1.2983 1.4972 -0.2859
N 1.6402 0.3573 0.6318
Cl 2.4936 -1.0236 -0.1891
H -1.1102 -0.7987 0.8105
H -1.0465 -0.6944 -0.9175
H -2.3043 0.2187 -0.1347
```

---

Entry from the Open Molecules 2025 dataset: the molecule C2H3ClN2 (the ωB97M-V functional and the def2-TZVPD basis).

Results
- energy above the lowest of the compared OMol25 structures with the same formula, charge and spin (kJ/mol) = 639.5
- multiplicity = 1
- total charge = 0
- HOMO-LUMO gap (eV) = 8.9
- total energy (Eh) = -647.478266
- LUMO energy (eV) = -0.68

Geometry as XYZ:
```
8
C2H3ClN2 | the Open Molecules 2025 dataset | the ωB97M-V functional and the def2-TZVPD basis
C -0.0994 -0.1321 0.7767
C 0.9836 0.2699 -0.0311
N -1.2173 -1.6755 0.0980
N -1.2506 -0.5131 0.2335
Cl -2.6046 0.7791 -0.2543
H 0.9375 0.5592 -1.1876
H 1.8026 -0.5167 -0.0601
H 1.4483 1.2292 0.4251
```

---

Entry from the Open Molecules 2025 dataset: the molecule C2H3ClN2 (the ωB97M-V functional and the def2-TZVPD basis).

Results
- energy above the lowest of the compared OMol25 structures with the same formula, charge and spin (kJ/mol) = 232.2
- multiplicity = 1
- total charge = 0
- HOMO-LUMO gap (eV) = 10.5
- total energy (Eh) = -647.633401
- LUMO energy (eV) = 0.16
- SMILES = CC1(Cl)N=N1

Geometry as XYZ:
```
8
C2H3ClN2 | the Open Molecules 2025 dataset | the ωB97M-V functional and the def2-TZVPD basis
C 0.5814 0.0907 0.0796
C -0.8548 -0.2192 -0.1338
N 1.2058 0.5706 1.2622
N 1.0247 1.4339 0.4032
Cl 1.7162 -0.9616 -0.9217
H -1.3580 0.7202 -0.4038
H -1.3587 -0.7370 0.7585
H -0.9566 -0.8976 -1.0443
```